No. 1
ORCA calculation (wB97M-V/def2-TZVPD) on C11H37BBaN2O16P3 as an isolated structure.

2S+1: 1
LUMO energy (eV): -5.102
Orbital gap (eV): 6.5
Charge: +1
Energy (eV): -76973.48436
HOMO (eV): -11.61

Element x y z (Å)
Ba -0.9054 -0.2018 1.9990
B 0.5697 -1.5341 -1.1806
H 0.5759 -2.4268 -0.5746
H 1.1490 -1.6720 -2.0804
H -0.4545 -1.3119 -1.4373
H 1.0399 -0.7413 -0.6198
C 4.7781 0.1816 -0.1341
N 6.2701 0.2358 -0.1850
O 6.7978 0.1463 -1.2672
O 6.8042 0.3368 0.8728
H 4.2378 0.8243 -0.8291
H 4.4558 0.4754 0.8649
H 4.6233 -0.8973 -0.1390
C -0.7203 -1.5636 -6.2060
N -1.3895 -2.3480 -7.2235
O -0.8143 -3.3871 -7.6489
O -2.5801 -2.0479 -7.4983
H 0.2396 -2.0294 -5.9831
H -1.3053 -1.6508 -5.2904
H -0.6131 -0.5445 -6.5775
C 5.8798 -3.5204 4.1222
O 4.5450 -3.0586 3.9584
P 3.1863 -3.9133 3.9021
O 1.9278 -3.1191 3.7923
O 3.4919 -4.8855 2.6209
C 2.5256 -5.9465 2.4879
O 3.3270 -4.9290 5.1970
C 3.1407 -4.4466 6.5440
H 6.1728 -4.1678 3.2957
H 6.1812 -4.0577 5.0214
H 6.4781 -2.6133 4.2089
H 2.9259 -6.8404 2.0095
H 1.6351 -5.6614 1.9276
H 2.1595 -6.3097 3.4482
H 2.9982 -3.3660 6.5546
H 4.0580 -4.5640 7.1210
H 2.3490 -4.9921 7.0575
C -7.7299 -1.6563 -0.9587
O -6.3925 -1.1971 -0.6645
P -6.0256 0.3281 -0.3060
O -4.6438 0.4117 0.2802
O -6.2932 1.1277 -1.6739
C -5.1717 1.5392 -2.5271
O -7.2061 0.8310 0.7333
C -7.1273 0.4663 2.1022
H -7.8223 -2.0558 -1.9686
H -8.5061 -0.9982 -0.5681
H -7.8777 -2.5796 -0.3986
H -4.3808 0.7892 -2.5176
H -4.8561 2.5190 -2.1687
H -5.5547 1.4653 -3.5449
H -6.3539 -0.2595 2.3534
H -7.9808 -0.1777 2.3137
H -7.2067 1.2460 2.8598
C 0.2559 4.5588 -3.3301
O 0.0224 5.3593 -2.2102
P 0.4921 4.9125 -0.7362
O 0.1427 3.5089 -0.3582
O 2.0790 5.2661 -0.7009
C 2.5029 6.5387 -1.1712
O -0.1489 6.0734 0.2070
C 0.1920 6.1877 1.5604
H 0.3458 5.2044 -4.2037
H -0.4560 3.7404 -3.4375
H 1.2035 4.0646 -3.1162
H 2.7131 7.1897 -0.3227
H 1.7233 7.0550 -1.7313
H 3.3700 6.5527 -1.8316
H -0.6009 6.0838 2.3011
H 0.7240 7.1119 1.7860
H 0.8272 5.3402 1.8181

For reference, the Mulliken charges in units of e are: 1.731, 0.275, -0.191, -0.210, -0.202, -0.421, -0.785, 0.930, -0.532, -0.535, 0.299, 0.288, 0.320, -0.687, 0.777, -0.472, -0.487, 0.314, 0.282, 0.270, -0.634, -0.242, 0.919, -0.609, -0.288, -0.668, -0.312, -0.697, 0.294, 0.275, 0.277, 0.286, 0.249, 0.294, 0.314, 0.276, 0.272, -0.689, -0.258, 0.845, -0.514, -0.315, -0.617, -0.329, -0.747, 0.290, 0.323, 0.268, 0.317, 0.258, 0.273, 0.297, 0.312, 0.295, -0.633, -0.285, 0.873, -0.530, -0.226, -0.746, -0.325, -0.696, 0.250, 0.252, 0.319, 0.288, 0.338, 0.292, 0.292, 0.264, 0.293


No. 2
ORCA calculation (wB97M-V/def2-TZVPD) on C11H38CrF4N2O18S4 as an isolated structure.

2S+1: 4
LUMO energy (alpha / beta) (eV): -8.443 / -6.941
Orbital gap (alpha / beta) (eV): 2.8 / 4.3
Charge: +1
Energy (eV): -134476.68337
HOMO (alpha / beta) (eV): -11.26 / -11.26

Element x y z (Å)
Cr -0.4605 1.6140 -3.0873
N 0.8121 3.0388 -2.6747
S 1.9794 3.8372 -3.3515
O 3.3382 3.6804 -2.8453
O 1.6660 5.1696 -3.8331
F 2.0544 3.0908 -4.8487
S 1.1646 3.7637 -1.1023
O 1.2673 5.2767 -1.0203
O 1.9248 2.9352 -0.1590
F -0.3212 3.5100 -0.5538
N -0.3719 0.6293 -1.3451
S -1.2879 0.1147 -0.0872
O -1.2487 1.0311 1.0672
O -1.6236 -1.2903 0.0315
F -2.6878 0.6224 -0.7420
S 1.0055 -0.3258 -0.6438
O 1.2625 -1.5416 -1.3412
O 1.4871 -0.1268 0.7252
F 2.0392 0.6580 -1.4008
C -0.2939 3.8090 2.9452
C 0.5897 2.5296 3.2096
C 0.4628 2.3485 4.7076
O -0.6608 3.0798 5.1859
C -0.6807 4.2912 4.4238
H -1.2225 3.5219 2.4521
H 0.1182 4.6441 2.3787
H 1.6329 2.7228 2.9596
H 0.3148 1.7107 2.5448
H 1.3196 2.6720 5.2985
H 0.3689 1.2908 4.9535
H 0.0285 5.0227 4.8112
H -1.7003 4.6765 4.4141
C 1.1033 -4.1930 1.9039
C 2.3408 -4.0937 2.7537
C 2.1156 -2.7760 3.4116
O 0.6917 -2.7161 3.5945
C -0.0048 -3.5415 2.6886
H 0.7892 -5.1875 1.5873
H 1.2951 -3.6330 0.9887
H 3.2362 -4.1038 2.1322
H 2.5096 -4.8884 3.4802
H 2.4766 -1.9929 2.7450
H 2.6825 -2.6533 4.3345
H -0.6604 -2.9643 2.0366
H -0.5510 -4.3519 3.1713
O 4.2465 1.9670 0.7987
H 3.4810 2.1972 0.2720
H 4.1352 2.4595 1.6118
O -1.8440 -0.1765 -3.5755
H -1.9371 -0.8965 -2.9516
H -2.4847 -0.3681 -4.2604
O -2.3793 2.3355 -2.5336
H -3.1831 1.9518 -2.8843
H -2.6793 3.0539 -1.9768
O 0.7014 -4.0564 -2.4503
H 1.0734 -4.8690 -2.1075
H 1.2621 -3.3670 -2.0944
O 5.2336 0.7969 -1.4769
H 5.5375 1.6132 -1.8737
H 4.8392 1.0655 -0.6472
O 3.8446 0.3530 -3.9474
H 4.3966 -0.3612 -4.2657
H 4.1768 0.5402 -3.0695
O 1.0366 0.4471 -3.8305
H 0.8939 -0.2879 -4.4269
H 1.9854 0.5736 -3.8284
C -6.1653 -1.9955 -0.7913
C -4.9287 -2.8833 -1.0940
C -4.4992 -3.6624 0.2170
O -5.3230 -3.8633 -2.0334
H -6.9296 -2.5740 -0.2725
H -6.7631 -1.7870 -1.6786
H -6.0144 -1.0552 -0.2610
H -4.1613 -2.2178 -1.4893
H -5.4334 -4.0251 0.6456
H -3.9341 -3.0051 0.8778
H -3.9555 -4.5497 -0.1073
H -4.5299 -4.2652 -2.3954

For reference, the Mulliken charges in units of e are: 0.330, 0.178, 0.803, -0.459, -0.522, -0.348, 0.708, -0.460, -0.487, -0.261, 1.092, 0.435, -0.472, -0.412, -0.361, 0.523, -0.559, -0.308, -0.078, -0.494, 0.802, -0.630, -0.426, -0.563, 0.149, 0.345, -0.052, -0.394, 0.328, 0.343, 0.295, 0.360, -0.155, -0.630, -0.111, -0.448, -0.088, 0.439, -0.150, 0.323, 0.275, -0.054, 0.360, -0.080, 0.364, -0.775, 0.574, 0.299, -0.292, 0.258, 0.273, 0.036, 0.230, 0.263, -0.595, 0.313, 0.384, -0.699, 0.334, 0.392, -0.664, 0.305, 0.351, 0.145, 0.206, 0.182, -1.364, 1.095, -1.064, -0.592, 0.345, 0.383, 0.322, -0.421, 0.353, 0.281, 0.350, 0.343


No. 3
ORCA calculation (wB97M-V/def2-TZVPD) on a 8-piece molecular cluster, C11H38N12O8 overall.

2S+1: 1
LUMO energy (eV): 0.329
Orbital gap (eV): 10.0
Charge: 0
Energy (eV): -46290.40328
HOMO (eV): -9.72
SMILES: NC(N)=O.NC(N)=O.NC(N)=O.NC(N)=O.NC(N)=O.NC(N)=O.CC(C)O.CCO

Element x y z (Å)
N 2.1151 -4.1268 -3.8198
C 1.3011 -3.0450 -3.6568
N 0.0836 -3.2426 -3.0653
O 1.7018 -1.9415 -3.9463
H 3.0881 -3.8242 -3.9461
H 1.9170 -5.0310 -3.3742
H -0.2190 -2.3639 -2.6408
H 0.1262 -3.9051 -2.3208
N -2.1510 -2.3614 3.1208
C -1.3706 -3.4427 3.5973
N -0.0408 -3.2187 3.4789
O -1.8917 -4.4661 4.0220
H -3.1062 -2.6572 3.0739
H -1.8295 -1.7989 2.3589
H 0.4653 -3.8698 4.0363
H 0.2632 -2.3032 3.2513
N -0.2136 -0.2354 -0.1956
C 0.7862 -1.0881 0.0859
N 1.6665 -1.3530 -0.9401
O 0.9701 -1.6088 1.1965
H -0.1764 0.2866 -1.0533
H -0.6541 0.2888 0.5361
H 1.8473 -0.8523 -1.7407
H 2.2897 -2.0703 -0.6291
N 2.8945 -3.9602 1.4753
C 2.3429 -4.6649 0.5069
N 0.9674 -4.5070 0.2219
O 3.0485 -5.5594 0.0707
H 2.4564 -3.1594 1.9145
H 3.8808 -4.0643 1.5711
H 0.5375 -5.4277 0.3602
H 0.5517 -3.8337 0.8892
N 0.6179 3.5812 2.5191
C -0.5399 3.3709 1.7704
N -1.4449 4.2804 1.6103
O -0.7240 2.2195 1.3302
H 0.9446 2.7256 2.9285
H 0.7385 4.3320 3.1539
H -1.3990 5.2480 1.8969
H -2.2835 3.8613 1.2223
N -0.4418 0.5529 3.7638
C 0.8043 0.8429 4.3827
N 1.7511 0.6925 3.3768
O 1.0468 1.1380 5.5723
H -0.5375 0.8126 2.7940
H -1.2700 0.5111 4.3519
H 1.5972 -0.1313 2.8442
H 2.7447 0.6588 3.5490
C -1.8303 3.6695 -1.7598
C -3.3453 3.8462 -1.6979
C -4.2108 2.8546 -2.3574
O -3.6932 3.9523 -0.2899
H -1.1565 4.5491 -1.7520
H -1.5516 3.0829 -2.6394
H -1.4696 3.0980 -0.8936
H -3.5008 4.7904 -2.1783
H -5.2580 3.1214 -2.3084
H -4.1559 1.8775 -1.8587
H -3.8880 2.7257 -3.3690
H -4.6092 4.2901 -0.2640
C 1.8500 2.4099 -3.9483
C 1.4593 1.6912 -2.6733
O 0.2324 1.0066 -2.8277
H 1.0781 3.1250 -4.2414
H 2.1014 1.6948 -4.7525
H 2.8289 2.9050 -3.7364
H 1.3065 2.4049 -1.8699
H 2.2902 1.0760 -2.3985
H 0.2700 0.5398 -3.6886

For reference, the Mulliken charges in units of e are: -0.483, 0.644, -0.617, -0.613, 0.234, 0.247, 0.280, 0.323, -0.369, 0.457, -0.139, -0.666, 0.253, 0.215, 0.220, 0.106, -0.162, 0.136, 0.038, -0.648, 0.136, 0.314, 0.043, 0.170, -0.231, 0.373, -0.287, -0.707, 0.251, 0.199, 0.299, 0.131, -0.413, 0.726, -0.308, -0.833, 0.250, 0.234, 0.161, 0.185, -0.015, 0.323, -0.290, -0.659, 0.027, 0.201, 0.133, 0.234, -0.516, 0.676, -1.464, -0.531, 0.328, 0.233, -0.289, 0.146, 0.431, 0.297, 0.375, 0.292, -1.318, -0.020, -0.611, 0.309, 0.358, 0.375, 0.244, 0.290, 0.292


No. 4
ORCA calculation (wB97M-V/def2-TZVPD) on a 8-piece molecular cluster, C11H38O11 overall.

2S+1: 1
LUMO energy (eV): 0.373
Orbital gap (eV): 10.1
Charge: 0
Energy (eV): -34543.19841
HOMO (eV): -9.76
SMILES: OCCO.OCCO.OCCO.CO.CO.CO.CO.CO

Element x y z (Å)
O -0.0679 -5.0216 -0.1282
C -0.6558 -4.4749 -1.2908
C 0.4130 -3.6642 -2.0434
O 0.7300 -2.4623 -1.3508
H 0.4998 -4.3988 0.3310
H -0.9937 -5.2788 -1.9384
H -1.4524 -3.7887 -0.9894
H 0.1206 -3.3812 -3.0599
H 1.2936 -4.3046 -2.0954
H -0.0408 -1.8479 -1.3858
O 0.9963 0.1182 2.3196
C 0.9395 -1.2747 1.9066
C -0.4978 -1.5982 1.5633
O -1.3633 -1.6453 2.6862
H 1.7414 0.2455 2.9137
H 1.6221 -1.4662 1.0718
H 1.3873 -1.8242 2.7398
H -0.5725 -2.5700 1.0816
H -0.8318 -0.8223 0.8619
H -1.2633 -0.7949 3.1363
O 1.1771 1.9505 0.3473
C 1.5879 1.2089 -0.8099
C 1.1832 1.9965 -2.0368
O -0.2387 2.0119 -2.1708
H 1.1323 1.3360 1.1289
H 2.6735 1.1010 -0.7484
H 1.0970 0.2352 -0.7902
H 1.5685 1.4557 -2.9024
H 1.6532 2.9803 -2.0678
H -0.5622 2.6867 -1.5507
C -0.3297 5.1060 -0.3862
O -0.7802 3.8208 0.0524
H -0.0545 5.7143 0.4786
H 0.4914 5.0353 -1.0989
H -1.1940 5.5803 -0.8486
H -0.0299 3.2024 0.2071
C -0.5719 2.9619 3.7910
O -1.4093 3.8038 3.0303
H 0.4632 3.3079 3.7180
H -0.9016 2.9441 4.8277
H -0.6129 1.9222 3.4496
H -1.0064 4.0247 2.1828
C -1.9524 -1.1286 -3.0160
O -1.2705 -0.6350 -1.8672
H -1.4188 -0.8542 -3.9294
H -2.0226 -2.2160 -3.0111
H -2.9835 -0.7697 -3.0396
H -1.2091 0.3255 -2.0003
C -3.1812 1.3456 1.2647
O -3.0477 2.1743 0.1186
H -3.3096 0.3207 0.9016
H -2.2287 1.3082 1.8026
H -4.0038 1.6232 1.9220
H -2.4045 2.8789 0.3162
C 3.8703 -3.3191 -0.5279
O 3.3493 -2.0111 -0.6768
H 4.9329 -3.2419 -0.3043
H 3.4063 -3.8842 0.2916
H 3.7264 -3.9192 -1.4319
H 2.4069 -2.1285 -0.9455

For reference, the Mulliken charges in units of e are: -0.595, -0.314, -0.540, -0.299, 0.302, 0.424, 0.235, 0.346, 0.313, 0.194, -0.409, -0.540, 0.356, -0.612, 0.204, 0.291, 0.409, 0.063, -0.084, 0.373, -0.675, 0.789, -0.869, -0.607, 0.344, 0.295, -0.534, 0.430, 0.271, 0.479, -0.647, -0.622, 0.280, 0.242, 0.299, 0.497, -0.286, -0.538, 0.249, 0.307, -0.066, 0.292, -0.910, -0.374, 0.334, 0.266, 0.327, 0.277, -0.155, -0.553, 0.218, -0.195, 0.319, 0.424, -0.695, -0.541, 0.292, 0.239, 0.258, 0.422


No. 5
ORCA calculation (wB97M-V/def2-TZVPD) on a 10-piece molecular cluster, C11H39N12O12 overall.

2S+1: 1
LUMO energy (eV): 2.305
Orbital gap (eV): 9.4
Charge: -1
Energy (eV): -54496.36258
HOMO (eV): -7.08

Element x y z (Å)
O -21.2058 -4.3896 18.7528
C -20.1903 -4.2719 17.9314
O -19.4683 -5.2672 17.7801
O -19.9899 -3.1734 17.3228
H -21.5458 -3.5731 18.3796
C -23.1466 -3.1628 21.8106
O -23.4594 -2.1904 20.7791
H -22.3460 -3.8076 21.4481
H -22.7402 -2.8026 22.7557
H -24.1011 -3.6482 22.0144
H -24.0034 -2.6003 20.1025
C -22.3878 -1.1073 16.2176
O -21.7087 -0.6858 17.4646
H -23.1916 -1.8233 16.3886
H -22.8238 -0.2257 15.7478
H -21.6112 -1.5808 15.6168
H -21.0959 -1.3872 17.6975
C -22.5125 -4.0381 13.6328
O -23.6497 -3.9829 13.1346
N -21.5050 -3.9292 12.8569
N -22.2852 -4.4142 14.8543
H -20.5567 -3.9760 13.2012
H -21.6893 -3.7881 11.8739
H -23.0898 -4.6798 15.4041
H -21.3705 -4.3740 15.2805
C -20.3695 -8.6780 19.6652
O -20.4339 -9.7886 20.2253
N -21.3252 -7.8028 19.6226
N -19.3074 -8.2992 19.0596
H -21.1382 -6.8415 19.3755
H -22.1869 -8.1904 19.9795
H -18.5349 -8.9485 19.0190
H -19.1760 -7.3414 18.7672
C -24.5866 -4.4480 17.5794
O -24.4876 -3.5692 18.4169
N -23.8899 -5.4899 17.5179
N -25.2152 -4.3437 16.4663
H -23.2600 -5.7616 18.2592
H -24.1152 -6.0296 16.6945
H -25.7358 -3.4995 16.2754
H -25.3756 -5.1753 15.9160
C -20.6763 -7.2648 14.8619
O -21.2956 -7.7072 13.9725
N -20.8825 -7.3895 16.1022
N -19.6904 -6.4750 14.6512
H -20.3635 -6.8498 16.7801
H -21.6656 -7.9464 16.4132
H -19.3466 -6.3528 13.7094
H -19.1656 -6.1140 15.4351
C -16.6324 -2.3863 18.0942
O -15.6010 -2.0841 18.5986
N -16.8388 -3.5668 17.5914
N -17.6594 -1.6044 18.2018
H -16.0748 -4.1835 17.3543
H -17.7815 -3.9106 17.4764
H -18.5466 -1.8169 17.7684
H -17.5451 -0.7972 18.7980
C -16.2866 -6.6438 19.5651
O -15.7752 -6.6943 18.5005
N -17.2616 -5.8920 19.9146
N -15.7981 -7.1998 20.6315
H -17.5394 -5.1634 19.2727
H -17.5089 -5.8280 20.8917
H -14.9943 -7.8010 20.5192
H -16.4843 -7.1622 21.3716
C -17.4223 -3.4917 12.7122
C -17.5681 -3.6506 14.2781
O -18.9422 -3.4113 14.5971
H -17.9126 -2.6103 12.2990
H -17.8560 -4.3731 12.2398
H -16.3765 -3.5388 12.4086
H -17.0319 -2.9232 14.8876
H -17.4294 -4.6479 14.6955
H -19.1332 -3.6499 15.5072

For reference, the Mulliken charges in units of e are: -0.508, 1.088, -0.479, -0.570, -0.003, -0.411, -0.529, 0.060, 0.272, 0.253, 0.447, -0.200, -0.605, 0.046, 0.393, 0.009, 0.293, 0.452, -0.832, -0.201, 0.437, 0.098, 0.210, -0.084, -0.191, 0.525, -0.768, -0.231, -0.193, 0.191, 0.169, 0.139, 0.131, 0.512, -0.670, -0.200, -0.356, 0.094, 0.183, 0.204, 0.184, 0.625, -0.721, -0.105, -0.094, -0.192, 0.211, 0.126, -0.043, 0.584, -0.754, -0.033, -0.278, 0.141, -0.122, 0.333, 0.198, 0.770, -0.660, -0.181, -0.451, -0.077, 0.160, 0.248, 0.158, -1.366, -0.093, -0.445, 0.293, 0.286, 0.407, 0.225, 0.320, 0.171


No. 6
ORCA calculation (wB97M-V/def2-TZVPD) on a 11-piece molecular cluster, C11H39NO12 overall.

2S+1: 2
LUMO energy (alpha / beta) (eV): 2.105 / 1.336
Orbital gap (alpha / beta) (eV): 9.0 / 8.2
Charge: -1
Energy (eV): -38100.12056
HOMO (alpha / beta) (eV): -6.89 / -6.89

Element x y z (Å)
C -25.2494 4.6839 6.3501
C -26.4215 3.7431 6.6708
O -26.3032 2.5831 6.3376
O -27.4434 4.1915 7.2116
H -25.5615 5.7282 6.3324
H -24.7077 4.3566 5.4627
H -24.5208 4.6378 7.1595
C -20.9426 10.2642 11.4275
C -21.4898 10.7724 10.1039
C -20.2894 10.8332 9.0504
C -19.8004 9.4208 8.7299
C -20.9586 8.6464 8.0468
C -22.2624 8.5887 8.9141
N -22.5770 9.8654 9.6196
O -23.8316 9.7912 10.3920
C -22.0207 7.3635 9.8625
C -23.3465 8.1307 7.8717
C -22.0909 12.3034 10.1938
H -20.0293 10.7115 11.8197
H -20.6346 9.2200 11.3724
H -21.7634 10.3384 12.1409
H -19.4926 11.4856 9.4075
H -20.5904 11.3451 8.1363
H -19.4288 8.7987 9.5440
H -18.9746 9.5003 8.0228
H -20.6029 7.6378 7.8363
H -21.2038 9.1099 7.0913
H -22.9899 7.1390 10.3078
H -21.2468 7.3127 10.6284
H -21.8112 6.5276 9.1950
H -23.3094 8.9760 7.1846
H -24.3348 7.8964 8.2673
H -23.0540 7.2093 7.3682
H -22.6293 12.6538 9.3132
H -21.3489 13.0029 10.5787
H -22.8889 12.1995 10.9290
O -26.5513 2.1687 9.9698
H -27.1497 2.5690 9.3389
H -26.7568 2.5972 10.8007
O -29.7733 2.3189 6.9776
H -28.9562 2.7945 6.8281
H -29.6955 1.9830 7.8705
O -26.2307 5.4618 9.5427
H -27.0083 5.2965 9.0096
H -25.4956 5.2547 8.9657
O -26.2416 -0.0772 6.7106
H -25.4577 -0.0098 7.2556
H -26.4521 0.8277 6.4801
O -24.8880 1.5148 4.0523
H -25.5146 1.7173 4.7470
H -25.4090 1.5223 3.2494
O -22.7243 5.6804 4.4563
H -22.1286 5.2308 5.0557
H -23.3169 4.9948 4.1479
O -24.4443 1.3082 8.4875
H -25.3696 1.5156 8.3572
H -24.0070 2.1596 8.5002
O -28.1857 6.7758 6.8401
H -27.8166 5.8948 6.7783
H -27.5536 7.3332 6.3862
O -28.6439 3.4461 3.8430
H -27.9056 3.8621 4.2880
H -29.3554 3.4725 4.4828

For reference, the Mulliken charges in units of e are: -0.670, 0.457, -0.399, -0.768, 0.237, -0.054, 0.185, -1.457, 1.300, -1.241, -0.691, -1.167, 1.141, 0.454, -0.476, -1.602, -1.559, -1.648, 0.352, 0.298, 0.353, 0.495, 0.371, 0.353, 0.395, 0.416, 0.461, 0.432, 0.261, 0.413, 0.428, 0.422, 0.331, 0.385, 0.372, 0.409, -0.602, 0.295, 0.291, -0.709, 0.327, 0.288, -0.653, 0.401, 0.278, -0.726, 0.364, 0.505, -0.630, 0.409, 0.302, -0.643, 0.316, 0.325, -0.667, 0.247, 0.304, -0.659, 0.387, 0.288, -0.657, 0.320, 0.315


> Which value of charge does entry 5 give?

-1